(1)
Molecular formula: C19H20N9O4STi
Method: DFT, ωB97M-V with the def2-TZVPD basis set

```
54
Properties=species:S:1:pos:R:3:lowdin_charge:R:1
Ti 1.095 -0.672 0.705 0.91
N 1.202 -0.836 3.921 0.05
N 0.098 -1.675 4.138 0.04
C -0.390 -2.428 3.159 -0.32
N -1.324 -3.319 3.400 0.28
N 0.128 -2.161 1.913 0.05
N -0.090 -2.979 0.859 -0.36
O 0.466 -2.445 -0.168 -0.04
O -0.680 -3.998 0.841 0.24
H 1.943 -1.123 4.557 0.12
H 0.938 0.117 4.158 0.10
H -0.286 -1.760 5.073 0.19
H -1.633 -3.509 4.344 0.17
H -1.718 -3.890 2.667 0.13
O -3.602 -0.022 -5.481 0.18
C -3.461 0.209 -4.181 -0.46
O -4.385 0.539 -3.497 0.15
C -2.091 0.034 -3.540 -0.07
C -2.094 0.053 -2.150 0.03
C -0.908 -0.015 -1.458 -0.04
C 0.301 -0.121 -2.140 -0.24
C 0.317 -0.172 -3.527 0.04
C -0.882 -0.084 -4.218 0.04
N 1.443 -0.230 -1.308 -0.01
C 2.667 -0.301 -1.676 0.03
C 3.667 -0.516 -0.637 -0.21
C 5.010 -0.624 -0.906 0.06
C 5.895 -0.831 0.154 0.05
C 5.395 -0.932 1.441 0.03
C 4.028 -0.841 1.641 -0.05
N 3.172 -0.645 0.627 -0.01
H -2.809 -0.338 -5.928 0.12
H -3.041 0.148 -1.638 0.12
H -0.963 0.104 -0.372 0.05
H 1.240 -0.273 -4.083 0.13
H -0.840 -0.094 -5.300 0.13
H 2.977 -0.240 -2.715 0.16
H 5.369 -0.540 -1.924 0.15
H 6.958 -0.910 -0.032 0.15
H 6.049 -1.082 2.289 0.14
H 3.598 -0.924 2.629 0.11
C -4.357 2.212 0.339 0.01
C -2.986 2.747 0.578 -0.26
C -2.685 4.108 0.510 0.05
C -1.380 4.518 0.732 -0.04
N -0.411 3.634 1.019 0.08
C -0.834 2.405 1.055 -0.67
S 0.562 1.251 1.458 0.84
N -2.002 1.867 0.867 0.12
H -5.080 3.016 0.235 0.10
H -4.657 1.567 1.166 0.10
H -4.383 1.614 -0.575 0.08
H -3.459 4.829 0.289 0.14
H -1.086 5.559 0.689 0.14
```

Values from the calculation:
orbital gap	6.20	eV
LUMO energy	-11.082	eV
net charge	+3
energy relative to the best compared isomer or geometry (same formula, charge and spin)	76.86	kJ/mol

---

(2)
Molecular formula: C19H20NO2
Method: DFT, ωB97M-V with the def2-TZVPD basis set

```
42
Properties=species:S:1:pos:R:3:lowdin_charge:R:1
C 4.854 -2.401 -2.322 -0.08
O 4.411 -1.034 -2.373 -0.07
C 3.070 -0.955 -2.087 -0.27
C 2.540 0.327 -1.986 0.02
C 1.191 0.468 -1.713 -0.02
C 0.347 -0.669 -1.524 -0.18
C -1.122 -0.287 -1.335 -0.26
O -1.922 -1.395 -1.098 -0.12
C -3.253 -1.356 -1.672 -0.02
N -1.242 0.630 -0.112 0.07
C -1.854 1.785 -0.357 -0.01
C -2.140 2.722 0.623 0.02
C -1.763 2.501 1.944 -0.14
C -2.108 3.588 2.977 -0.01
C -1.105 1.294 2.262 -0.09
C -0.648 1.000 3.561 0.00
C 0.025 -0.182 3.815 -0.03
C 0.222 -1.123 2.768 -0.01
C -0.277 -0.864 1.489 0.03
C -0.888 0.353 1.198 -0.09
C 0.888 -1.950 -1.653 -0.02
C 2.245 -2.109 -2.036 0.00
H 5.944 -2.319 -2.320 0.10
H 4.486 -2.905 -1.410 0.10
H 4.483 -2.943 -3.205 0.10
H 3.213 1.166 -2.149 0.13
H 0.754 1.431 -1.519 0.11
H -1.420 0.385 -2.243 0.19
H -3.609 -2.384 -1.658 0.10
H -3.883 -0.761 -1.048 0.08
H -3.207 -0.994 -2.688 0.09
H -2.134 1.998 -1.374 0.14
H -2.653 3.644 0.373 0.13
H -1.794 3.383 4.016 0.08
H -1.657 4.556 2.707 0.10
H -3.195 3.764 3.010 0.10
H -0.801 1.690 4.380 0.11
H 0.405 -0.402 4.823 0.12
H 0.760 -2.064 2.963 0.13
H -0.170 -1.610 0.702 0.11
H 0.331 -2.881 -1.408 0.13
H 2.672 -3.097 -2.320 0.11
```

Values from the calculation:
orbital gap	7.17	eV
SMILES	COc1ccc([C@@H](OC)[n+]2ccc(C)c3ccccc32)cc1
LUMO energy	-4.155	eV
net charge	+1
energy relative to the best compared isomer or geometry (same formula, charge and spin)	0.00	kJ/mol

---

(3)
Molecular formula: C19H21AuF9N4O4S2
Method: DFT, ωB97M-V with the def2-TZVPD basis set

```
60
Properties=species:S:1:pos:R:3:mulliken_spin:R:1
Au -0.246 -0.227 0.123 0.58
O 1.608 -1.904 5.051 0.03
C 0.545 -2.669 4.880 0.10
C 0.260 -3.610 5.887 -0.02
C -0.825 -4.442 5.790 0.04
C -1.664 -4.382 4.670 0.04
C -1.400 -3.477 3.662 -0.03
C -0.311 -2.605 3.741 0.04
C -0.088 -1.676 2.629 -0.02
O -0.823 -1.705 1.611 0.11
N 0.935 -0.824 2.776 0.46
N 1.112 0.053 1.796 0.16
C 2.126 0.861 1.916 0.05
S 2.463 2.123 0.795 0.13
C 3.726 2.917 1.882 0.00
C 4.457 1.834 2.632 0.00
S 3.198 0.690 3.284 0.08
H 1.706 -1.294 4.285 -0.01
H 0.934 -3.651 6.726 0.00
H -1.031 -5.150 6.579 0.00
H -2.507 -5.048 4.593 0.00
H -2.026 -3.421 2.785 -0.01
H 3.195 3.581 2.564 0.01
H 4.384 3.497 1.238 0.00
H 5.014 2.233 3.478 0.00
H 5.125 1.258 1.991 0.00
C -1.195 3.079 -1.168 -0.01
N -0.402 2.656 -2.296 0.02
C -0.880 3.107 -3.583 0.00
C 0.563 1.748 -2.150 0.01
O 0.860 1.235 -1.038 0.09
N 1.298 1.387 -3.255 0.02
C 1.855 0.056 -3.278 0.00
C 2.019 2.369 -4.034 0.00
H -1.278 4.166 -1.166 0.00
H -0.733 2.740 -0.243 0.00
H -2.198 2.653 -1.237 0.00
H -1.969 3.105 -3.578 0.00
H -0.540 2.442 -4.371 0.00
H -0.547 4.128 -3.787 0.00
H 1.131 -0.634 -2.846 0.00
H 2.795 -0.012 -2.719 0.00
H 2.038 -0.222 -4.316 0.00
H 1.716 3.377 -3.769 0.00
H 1.860 2.209 -5.102 0.00
H 3.092 2.271 -3.835 0.00
F -3.930 0.710 -0.970 0.00
C -3.579 -0.581 -0.964 0.00
F -4.676 -1.296 -1.191 0.00
F -3.174 -0.848 0.281 0.00
C -2.442 -0.840 -1.987 -0.01
O -1.341 -0.123 -1.694 0.13
C -2.925 -0.376 -3.390 0.01
F -4.041 -0.963 -3.803 0.00
F -1.986 -0.592 -4.310 0.00
F -3.149 0.943 -3.388 0.00
C -2.122 -2.358 -2.037 0.01
F -3.153 -3.106 -2.416 0.00
F -1.723 -2.800 -0.841 0.00
F -1.115 -2.595 -2.882 0.00
```

Values from the calculation:
2S+1	3
orbital gap (alpha / beta)	7.96 / 4.78	eV
LUMO energy (alpha / beta)	-3.527 / -6.506	eV
<S²>	2.020
net charge	+1

---

(4)
Molecular formula: C19H21BaIN2O3S
Method: DFT, ωB97M-V with the def2-TZVPD basis set

```
48
Properties=species:S:1:pos:R:3:lowdin_charge:R:1
C -2.376 -1.183 0.770 0.02
C -1.480 2.943 0.003 0.02
H -2.805 -1.377 -0.222 -0.04
H -2.764 -0.400 1.427 0.00
H -1.735 -1.945 1.219 -0.01
H -0.986 3.392 -0.866 -0.01
H -2.491 2.545 -0.086 -0.01
H -1.021 3.061 0.990 -0.02
C 0.445 -3.131 -1.888 -0.12
C 0.656 -4.269 -2.682 -0.03
C 1.491 -4.143 -3.806 -0.04
C 2.055 -2.910 -4.118 0.00
H -0.238 -3.164 -1.030 0.11
H 0.173 -5.202 -2.419 0.11
H 1.699 -4.999 -4.430 0.11
H 2.701 -2.770 -4.981 0.10
N 1.047 -1.959 -2.155 -0.07
C 1.803 -1.815 -3.273 -0.20
C 2.292 -0.426 -3.600 -0.20
N 1.883 0.585 -2.806 -0.10
C 2.120 1.876 -3.097 -0.13
C 3.398 1.187 -5.010 -0.04
C 2.896 2.217 -4.205 -0.04
H 1.673 2.639 -2.445 0.12
H 3.079 3.268 -4.423 0.11
C 3.099 -0.142 -4.717 0.00
H 3.468 -0.966 -5.306 0.10
H 4.027 1.414 -5.866 0.11
Ba 0.447 0.178 -0.583 1.57
I -2.059 0.281 -2.965 -0.37
C -3.879 1.150 5.337 -0.06
C -2.509 0.996 4.745 -0.28
C -1.759 2.125 4.398 -0.04
C -0.514 1.995 3.783 -0.06
C -0.026 0.718 3.497 -0.27
C -0.728 -0.419 3.914 -0.07
C -1.962 -0.267 4.520 -0.05
S 1.448 0.508 2.504 0.40
O 1.366 1.625 1.534 -0.53
O 2.595 0.543 3.366 -0.29
O 1.186 -0.783 1.821 -0.55
H -3.860 1.632 6.317 0.08
H -4.517 1.773 4.707 0.08
H -4.379 0.187 5.447 0.07
H -2.183 3.109 4.603 0.12
H 0.072 2.877 3.520 0.12
H -0.315 -1.407 3.739 0.11
H -2.532 -1.148 4.817 0.11
```

Values from the calculation:
orbital gap (alpha / beta)	6.64 / 6.65	eV
LUMO energy (alpha / beta)	-0.963 / -0.961	eV

---

(5)
Molecular formula: C19H21Br4GeO2SeTc
Method: DFT, ωB97M-V with the def2-TZVPD basis set

```
49
Properties=species:S:1:pos:R:3:mulliken_spin:R:1
Tc -1.975 -0.505 0.306 3.36
Br -4.623 5.863 1.174 0.00
C -4.473 4.014 1.046 0.01
C -5.443 3.141 1.597 0.00
Br -6.910 3.935 2.388 0.00
C -5.276 1.770 1.569 0.00
Br -6.587 0.732 2.419 0.00
C -4.154 1.207 1.014 0.03
O -3.921 -0.046 0.855 0.05
C -3.156 2.073 0.464 -0.02
O -2.089 1.557 -0.136 0.05
C -3.328 3.442 0.570 0.00
Br -1.910 4.456 -0.209 0.00
C 0.897 1.993 -0.529 0.00
Ge 0.716 1.279 1.228 0.05
C 2.566 0.775 1.775 0.00
C -0.074 2.492 2.453 -0.01
C -0.294 -0.340 1.057 -0.61
H 1.638 2.797 -0.512 0.00
H -0.055 2.347 -0.924 -0.01
H 1.301 1.170 -1.125 0.00
H 2.886 1.090 2.764 0.00
H 3.278 1.252 1.090 0.00
H 2.645 -0.287 1.540 0.00
H 0.408 3.439 2.267 0.00
H 0.118 2.194 3.457 0.00
H -1.104 2.523 2.276 0.00
H 0.149 -1.179 1.598 0.00
C 4.735 -2.690 -1.945 0.00
C 3.248 -2.541 -1.659 0.00
C 2.480 -1.707 -2.389 0.01
C 1.111 -1.612 -2.217 0.00
C 0.358 -0.619 -3.044 0.00
C 0.433 -2.474 -1.337 0.05
Se -1.474 -2.483 -1.055 0.05
C 1.221 -3.346 -0.551 -0.02
C 0.657 -4.280 0.473 0.00
C 2.634 -3.375 -0.745 0.01
H 5.270 -2.041 -1.290 0.00
H 4.990 -2.379 -3.006 0.00
H 5.142 -3.738 -1.845 0.00
H 2.925 -1.031 -3.103 0.00
H 1.000 0.033 -3.648 0.00
H -0.323 -0.080 -2.472 -0.01
H -0.283 -1.188 -3.727 0.00
H 0.351 -3.727 1.383 0.00
H 1.382 -5.078 0.675 0.00
H -0.269 -4.754 0.152 0.00
H 3.181 -4.075 -0.122 0.00
```

Values from the calculation:
2S+1	4
orbital gap (alpha / beta)	6.97 / 7.19	eV
LUMO energy (alpha / beta)	2.496 / 2.430	eV
<S²>	3.902
net charge	-1
energy relative to the best compared isomer or geometry (same formula, charge and spin)	0.00	kJ/mol

---

Number 1: molecular weight 518.4 g mol⁻¹. Number 2: molecular weight 294.4 g mol⁻¹. Number 3: molecular weight 801.5 g mol⁻¹. Number 4: molecular weight 621.7 g mol⁻¹. Number 5: molecular weight 850.6 g mol⁻¹.